Entry 1:
C3H5NO2S in the gas phase at a distorted geometry. Source: the Open Molecules 2025 dataset; level of theory: wB97M-V/def2-TZVPD.

Geometry as XYZ:
```
12
Properties=species:S:1:pos:R:3:forces:R:3
C -1.093748 1.132690 0.748253 0.40 0.85 -0.03
C -0.437444 0.507335 -0.441517 0.55 0.06 0.25
S -0.878110 -0.888708 -1.446150 -2.87 -0.63 -0.75
C 0.187176 -0.807557 -0.117116 0.95 -0.65 1.44
N 1.577028 -1.130324 -0.541455 -0.44 0.25 1.52
O 2.239321 -1.760197 0.275673 0.03 0.41 -0.99
O 1.870981 -0.725045 -1.627962 1.47 -0.18 -0.48
H -1.999987 0.640844 0.936587 -1.62 -0.20 0.46
H -1.119696 2.245469 0.840780 -0.34 -0.96 -0.75
H -0.418490 0.821576 1.501494 0.41 0.01 1.40
H 0.073021 1.199477 -1.032328 1.37 0.74 -0.78
H -0.000054 -1.235560 0.903739 0.08 0.28 -1.29
```
Positions in Å, forces in eV/Å.

As for the HOMO energy: -9.5 eV. The charge is 0. The value obtained for the energy above the lowest of the compared OMol25 structures with the same formula, charge and spin is 4.3688 eV. Its structure (SMILES) is C[C@@H]1S[C@H]1[N+](=O)[O-]. The spin multiplicity is 1.

Results of the Löwdin charge analysis, in e, for atoms 1 through 2: atom 1 (C): -0.075, atom 2 (C): -0.557

Entry 2:
C20H20FN3OS in the gas phase. Source: the Open Molecules 2025 dataset; level of theory: wB97M-V/def2-TZVPD.

Geometry as XYZ:
```
46
Properties=species:S:1:pos:R:3:forces:R:3
C -2.441934 -0.436639 2.777112 -0.03 0.04 -0.04
C -1.083305 0.191439 2.799387 0.05 -0.06 0.04
C -0.923739 1.535975 3.116392 0.05 -0.07 -0.01
C 0.329046 2.116165 3.122633 0.01 0.01 0.00
C 1.472481 1.390915 2.803399 -0.05 0.02 0.01
C 2.813705 2.051614 2.853087 0.05 0.07 -0.02
C 1.302047 0.055238 2.452936 0.41 -0.31 -0.16
S 2.692969 -0.979954 2.002146 0.07 0.13 0.01
C 3.139701 -0.252741 0.389764 -0.07 -0.05 0.46
C 2.044300 -0.318801 -0.661347 0.37 0.22 0.08
O 1.924508 0.538790 -1.504958 0.16 -0.05 -0.09
N 1.253115 -1.419226 -0.557934 -0.24 -0.42 0.07
C 0.312966 -1.832937 -1.499038 -0.02 -0.21 -0.46
C 0.127359 -3.102549 -2.003188 -0.03 0.30 0.15
C -0.885859 -2.961510 -2.970464 0.19 0.23 0.30
C -1.478588 -4.018212 -3.830553 0.01 0.07 0.01
N -1.276552 -1.705362 -3.043906 -0.61 -0.14 -0.59
N -0.562344 -1.015608 -2.142735 0.55 -0.67 0.38
C -0.834721 0.345019 -1.950537 -0.41 0.86 0.08
C -0.821618 0.904023 -0.678241 -0.11 -0.16 -0.28
C -1.115033 2.243073 -0.509632 -0.06 0.24 -0.16
C -1.437231 3.001096 -1.620225 0.02 -0.18 -0.01
F -1.728485 4.309437 -1.455903 0.01 -0.02 -0.01
C -1.483844 2.455667 -2.890949 -0.01 0.21 0.23
C -1.180699 1.118519 -3.053296 0.14 -0.22 0.20
C 0.048098 -0.538199 2.467521 -0.16 0.09 0.16
H -2.371601 -1.521145 2.802982 -0.05 -0.07 0.00
H -2.968880 -0.148964 1.866365 -0.09 -0.04 -0.04
H -3.034047 -0.100611 3.625589 -0.09 -0.03 0.04
H -1.790741 2.128211 3.370930 -0.10 0.08 0.04
H 0.434366 3.158038 3.389108 0.00 0.12 0.05
H 3.005966 2.592987 1.925348 0.09 0.03 -0.02
H 2.846313 2.771722 3.667926 0.03 0.06 0.02
H 3.604348 1.318868 3.001965 0.05 0.04 -0.01
H 3.996569 -0.835340 0.045045 0.02 0.05 -0.04
H 3.449373 0.783222 0.514791 -0.03 -0.06 -0.13
H 1.530081 -2.114373 0.126365 -0.11 0.23 -0.04
H 0.650318 -3.994401 -1.724702 0.19 -0.16 0.07
H -1.919251 -4.803103 -3.217787 -0.05 -0.07 -0.03
H -2.246631 -3.580558 -4.460948 -0.07 -0.03 -0.07
H -0.711722 -4.468532 -4.459109 -0.02 -0.06 -0.07
H -0.586872 0.299243 0.182920 0.02 -0.05 0.04
H -1.099200 2.693346 0.470252 -0.01 0.06 0.08
H -1.746522 3.077078 -3.732136 -0.03 0.07 -0.07
H -1.207909 0.655568 -4.026196 0.00 -0.02 -0.09
H -0.040300 -1.586488 2.219819 -0.03 -0.09 -0.06
```
Positions in Å, forces in eV/Å.

As for the HOMO energy: -8.3 eV. The charge is 0. The value obtained for the energy above the lowest of the compared OMol25 structures with the same formula, charge and spin is 0.0727 eV. Its structure (SMILES) is Cc1ccc(C)c(SCC(=O)Nc2cc(C)nn2-c2ccc(F)cc2)c1. The spin multiplicity is 1.

Results of the Löwdin charge analysis, in e, for atoms 1 through 2: atom 1 (C): -0.040, atom 2 (C): -0.291

Entry 3:
C5H8O in the gas phase at a distorted geometry. Source: the Open Molecules 2025 dataset; level of theory: wB97M-V/def2-TZVPD.

Geometry as XYZ:
```
14
Properties=species:S:1:pos:R:3:forces:R:3
O 1.033416 0.762810 1.547757 1.14 -0.98 -0.13
C 0.611070 0.091015 0.333178 0.77 -0.01 0.57
C -0.098352 -1.264746 0.365564 0.27 0.00 0.12
C -1.298504 -0.611878 -0.386802 -0.04 0.22 0.30
C -0.615684 0.798982 -0.144950 0.34 0.34 0.85
C 0.657471 0.802708 -0.977692 0.38 0.12 0.32
H 1.749258 1.389991 1.386465 0.13 -0.41 -0.19
H -0.385394 -1.511439 1.392640 0.13 0.09 -0.14
H 0.416235 -2.127362 -0.076523 -0.13 0.15 0.05
H -2.285288 -0.778864 0.051927 0.24 0.09 0.10
H -1.361412 -0.936730 -1.443838 0.09 0.61 0.43
H -0.383591 1.438154 0.880644 -2.97 -0.37 -2.88
H 1.185684 1.747566 -1.040045 0.10 -0.12 0.19
H 0.775089 0.199789 -1.888320 -0.44 0.26 0.42
```
Positions in Å, forces in eV/Å.

As for the HOMO energy: -8.8 eV. The charge is 0. The value obtained for the energy above the lowest of the compared OMol25 structures with the same formula, charge and spin is 4.1346 eV. Its structure (SMILES) is O[C@@]12CC[C@@H]1C2. The spin multiplicity is 1.

Results of the Löwdin charge analysis, in e, for atoms 1 through 2: atom 1 (O): -0.033, atom 2 (C): -0.491

Entry 4:
2 unconnected molecules or ions with the total composition C10H18N2O2S at a distorted geometry. Source: the Open Molecules 2025 dataset; level of theory: wB97M-V/def2-TZVPD.

Geometry as XYZ:
```
33
Properties=species:S:1:pos:R:3:forces:R:3
C 2.625377 0.075818 0.140226 -0.74 -0.92 -1.88
C 1.490558 0.828949 0.031304 1.84 -3.82 -0.83
C 2.936064 -0.909284 -0.932979 -0.46 0.30 -0.35
C 1.992330 -0.708672 -2.076571 -2.45 -2.18 1.73
C 0.474491 -0.719727 -1.664685 2.71 3.76 0.23
C 0.338756 0.424685 -0.726216 -1.90 0.91 2.55
C -1.800635 1.155841 1.476593 3.64 -3.22 2.53
C -0.346888 -1.161412 1.665603 -2.72 0.93 1.72
C -2.171377 -1.077903 0.191539 -1.34 1.68 0.05
C -1.259753 -0.189000 0.977344 1.06 -0.73 -1.73
N 3.996030 -1.614120 -0.947825 0.20 0.07 0.76
N -0.249884 3.130925 -0.254077 -0.41 -2.96 -1.18
O 0.288183 2.234441 -2.645269 -1.22 -0.88 2.23
O -1.903103 1.705055 -1.590768 -0.21 -0.54 0.29
S -0.481107 1.828120 -1.430327 2.14 2.65 -1.51
H 3.507562 0.217781 0.698676 0.45 0.88 1.26
H 1.477051 1.660039 0.572439 -0.51 3.44 2.36
H 2.215700 0.164146 -2.552551 0.48 2.58 -1.27
H 2.080819 -1.477470 -2.737872 0.68 -2.21 -2.12
H -0.228595 -0.409390 -2.362703 -0.78 -0.31 -2.52
H 0.093076 -1.545774 -1.229883 -0.59 -3.24 1.38
H -2.501029 1.377197 0.778033 -1.97 1.71 -1.80
H -0.937264 1.830197 1.713336 -1.29 -0.27 -0.36
H -2.260741 0.786705 2.402961 -0.30 0.69 0.20
H 0.317808 -1.571653 1.029235 2.32 -1.28 -2.49
H 0.195345 -0.680073 2.383780 1.66 1.11 2.20
H -0.844645 -2.041593 2.127180 -0.26 0.74 -0.16
H -2.825531 -0.426670 -0.439507 0.83 -1.06 -0.49
H -2.906159 -1.592291 0.838299 0.46 0.13 0.22
H -1.501617 -1.844293 -0.186925 -0.72 -0.11 -0.99
H 4.220733 -2.183687 -1.774707 -0.76 0.55 0.15
H 0.522807 3.653954 -0.634174 -0.41 0.86 -0.03
H -1.194983 3.496153 -0.175079 0.55 0.79 -0.14
```
Positions in Å, forces in eV/Å.

As for the HOMO energy (spin up / spin down): -8.0 / -8.0 eV. The charge is 0. The value obtained for the energy above the lowest of the compared OMol25 structures with the same formula, charge and spin is 5.4000 eV. The spin multiplicity is 1.

Results of the Löwdin charge analysis, in e, for atoms 1 through 2: atom 1 (C): 0.010, atom 2 (C): -0.104

Entry 5:
C6H13OPS2 in the gas phase at a distorted geometry. Source: the Open Molecules 2025 dataset; level of theory: wB97M-V/def2-TZVPD.

Geometry as XYZ:
```
23
Properties=species:S:1:pos:R:3:forces:R:3
C -1.620444 -0.772966 -0.262156 1.08 0.79 -0.78
C -2.306843 0.572265 0.107011 4.03 -0.62 -0.07
C -0.793530 -1.146892 0.987223 -2.16 -0.22 -0.06
C -1.028281 1.303872 0.703883 -0.24 0.19 0.00
C -0.159938 0.156033 1.348330 1.80 1.25 -0.87
C 1.610214 -0.546520 -2.245838 -0.62 -2.12 0.99
O 1.139840 0.179787 -1.118401 -0.42 0.97 0.54
P 1.545674 0.014728 0.451857 -1.16 -1.81 0.23
S 2.727446 -1.483903 0.757230 0.11 -0.50 0.25
S 2.374726 2.012525 0.689708 0.63 3.38 -0.15
H -2.249320 -1.537981 -0.681058 -0.43 -0.45 0.18
H -0.818970 -0.548035 -1.062190 -1.64 -0.23 1.04
H -2.570803 1.096101 -0.758794 -1.04 0.74 -1.17
H -3.045636 0.528023 0.857071 -1.09 -0.29 0.63
H -1.475971 -1.422346 1.811340 0.30 -0.44 -0.33
H -0.077938 -1.914398 0.748564 0.11 -0.60 0.34
H -0.453755 1.929192 -0.055656 -0.90 -0.97 0.85
H -1.359031 1.973556 1.497241 0.20 0.24 -0.02
H 0.003467 0.338960 2.439872 0.17 -0.33 -0.95
H 0.687754 -0.891536 -2.823455 1.27 0.01 0.89
H 2.274885 -1.386933 -1.816720 -1.05 1.01 -1.24
H 2.134724 0.110968 -2.889523 0.79 0.62 -0.49
H 3.461741 1.435492 1.314451 0.26 -0.61 0.19
```
Positions in Å, forces in eV/Å.

As for the HOMO energy (spin up / spin down): -4.8 / -8.8 eV. The charge is 0. The expectation value of S² is 2.0053. The spin multiplicity is 3.

Results of the Löwdin charge analysis, in e, for atoms 1 through 2: atom 1 (C): -0.181, atom 2 (C): -0.142

Entry 6:
3 unconnected molecules or ions with the total composition C6H10. Source: the Open Molecules 2025 dataset; level of theory: wB97M-V/def2-TZVPD.

Geometry as XYZ:
```
16
Properties=species:S:1:pos:R:3:forces:R:3
C 1.149607 -1.339714 -0.514877 0.19 -0.15 0.13
C -0.012825 -0.402522 -1.148783 -0.28 0.35 -0.19
C -1.124511 0.264122 -0.600008 -0.01 -0.20 -0.02
C -1.120275 0.269047 0.911794 -0.01 0.04 0.02
C 0.394751 0.258741 1.208886 0.04 0.07 0.03
C 1.052280 0.058365 -0.182302 0.06 -0.26 0.08
H 0.976501 -2.116596 0.235295 0.01 0.14 -0.09
H 1.711745 -1.685830 -1.379350 -0.12 0.08 0.11
H 0.161952 -0.292496 -2.214151 -0.01 -0.04 0.16
H -0.121683 1.788098 -0.707715 0.12 -0.01 0.04
H -2.012561 0.503363 -1.178646 0.14 -0.03 0.07
H -1.658888 -0.605516 1.305630 0.06 0.13 -0.08
H -1.609662 1.154998 1.323049 0.08 -0.12 -0.07
H 0.681530 -0.534255 1.907457 -0.03 0.09 -0.12
H 0.723587 1.208342 1.638011 -0.05 -0.15 -0.07
H 0.808452 1.471851 -0.604290 -0.18 0.06 -0.01
```
Positions in Å, forces in eV/Å.

As for the HOMO energy: -8.1 eV. The charge is 0. The value obtained for the energy above the lowest of the compared OMol25 structures with the same formula, charge and spin is 6.1039 eV. The spin multiplicity is 1.

Results of the Löwdin charge analysis, in e, for atoms 1 through 2: atom 1 (C): -0.017, atom 2 (C): -0.284

Number 1: energy -720.585946 Eh. Number 2: energy -1511.714511 Eh. Number 3: energy -270.405951 Eh. Number 4: energy -1049.822998 Eh. Number 5: energy -1449.227868 Eh. Number 6: energy -234.378197 Eh.